Model a:
Computed, not measured: an isolated molecule of C2H2ClNO, with wB97M-V/def2-TZVPD.

HOMO   -0.3698 Eh

Geometry as XYZ:
```
7
C2H2ClNO wB97M-V/def2-TZVPD
Cl -2.255 -0.039 -0.062
O 0.856 1.958 0.027
N 0.612 -0.400 -0.523
C -0.550 -0.221 0.387
C 0.523 0.807 0.008
H -0.381 -0.999 1.148
H 1.195 -1.106 -0.985
```

Population analysis type natural (NBO), resulting atomic charges in e: number 1, Cl, carries -0.019; number 2, O, carries -0.533; number 3, N, carries -0.623; number 4, C, carries -0.162; number 5, C, carries 0.697; number 6, H, carries 0.211; number 7, H, carries 0.429

Model b:
Computed, not measured: an isolated molecule of C2H2ClNO, with wB97M-V/def2-TZVPD.

HOMO   -0.3792 Eh

Geometry as XYZ:
```
7
C2H2ClNO wB97M-V/def2-TZVPD
Cl -0.467 2.073 -0.863
O 0.257 0.611 2.506
N 0.663 -0.425 0.424
C -0.666 0.628 0.112
C 0.106 0.391 1.321
H -1.506 0.049 -0.214
H 1.562 -0.329 -0.043
```

Population analysis type natural (NBO), resulting atomic charges in e: number 1, Cl, carries 0.025; number 2, O, carries -0.521; number 3, N, carries -0.602; number 4, C, carries -0.156; number 5, C, carries 0.606; number 6, H, carries 0.238; number 7, H, carries 0.411

The structure with the greatest stability is model a.

Model a:
Computed, not measured: a structure of composition C5H14PS, with wB97M-V/def2-TZVPD.

Total charge   +1
HOMO   -0.4842 Eh

Geometry as XYZ:
```
21
C5H14PS wB97M-V/def2-TZVPD
S -0.949 1.234 0.922
P 0.726 0.200 -0.374
C -2.856 -0.350 -0.800
C -3.978 -0.392 -0.056
C 1.511 1.775 -0.802
C 2.818 -1.484 0.122
C 1.735 -0.706 0.869
H 0.772 2.325 -1.420
H 3.178 -0.766 -0.679
H -1.997 -1.022 -0.788
H 2.309 -0.006 1.573
H 3.768 -1.648 0.786
H -4.070 -1.114 0.782
H 2.443 -2.494 -0.216
H 0.988 -1.250 1.435
H -2.176 0.401 0.159
H -4.792 0.218 -0.316
H 2.362 1.773 -1.498
H -2.846 0.345 -1.674
H 1.914 2.450 -0.049
H -0.861 0.510 2.023
```

Population analysis type natural (NBO), resulting atomic charges in e: number 1, S, carries -0.124; number 2, P, carries 0.842; number 3, C, carries -0.594; number 4, C, carries -0.136; number 5, C, carries -1.031; number 6, C, carries -0.631; number 7, C, carries -0.747; number 8, H, carries 0.261; number 9, H, carries 0.214; number 10, H, carries 0.271; number 11, H, carries 0.245; number 12, H, carries 0.253; number 13, H, carries 0.224; number 14, H, carries 0.240; number 15, H, carries 0.235; number 16, H, carries 0.284; number 17, H, carries 0.225; number 18, H, carries 0.284; number 19, H, carries 0.252; number 20, H, carries 0.259; number 21, H, carries 0.173

Model b:
Computed, not measured: the ion C5H14PS with charge +1, with wB97M-V/def2-TZVPD.

Total charge   +1
HOMO   -0.5198 Eh

Geometry as XYZ:
```
21
C5H14PS wB97M-V/def2-TZVPD
S 2.476 -0.330 -0.695
P 0.326 -0.012 0.186
C -0.870 2.427 -0.785
C -0.028 -2.636 -0.668
C -0.701 0.924 -1.016
C -0.324 -1.666 0.489
C 0.356 0.873 1.783
H 1.048 -2.824 -0.857
H -0.441 -3.748 -0.571
H -0.364 -2.491 -1.714
H -0.149 0.907 -2.024
H 3.302 0.439 0.117
H 0.254 -2.041 1.471
H -0.260 1.737 1.726
H -0.054 0.219 2.641
H -1.389 -1.705 0.735
H 1.302 1.150 2.101
H -0.547 2.936 -1.615
H -0.334 2.671 0.119
H -1.717 0.491 -0.795
H -1.885 2.677 -0.628
```

Population analysis type natural (NBO), resulting atomic charges in e: number 1, S, carries -0.216; number 2, P, carries 1.423; number 3, C, carries -0.590; number 4, C, carries -0.677; number 5, C, carries -0.765; number 6, C, carries -0.787; number 7, C, carries -0.973; number 8, H, carries 0.240; number 9, H, carries 0.266; number 10, H, carries 0.246; number 11, H, carries 0.301; number 12, H, carries 0.195; number 13, H, carries 0.283; number 14, H, carries 0.266; number 15, H, carries 0.286; number 16, H, carries 0.284; number 17, H, carries 0.275; number 18, H, carries 0.234; number 19, H, carries 0.202; number 20, H, carries 0.273; number 21, H, carries 0.235

The structure with the greatest stability is model b.

Model a:
Computed, not measured: an isolated molecule of C2H4ClIN2, with wB97M-V/def2-TZVPD.

HOMO   -0.3179 Eh

Geometry as XYZ:
```
10
C2H4ClIN2 wB97M-V/def2-TZVPD
I 1.761 -1.361 1.766
Cl -0.675 -1.080 -2.012
N -0.422 0.988 -0.494
N -0.266 0.833 0.892
C 0.294 -0.198 -0.863
C 0.126 -0.589 0.688
H -0.698 -1.340 0.722
H -0.204 2.000 -0.768
H 1.343 -0.242 -1.222
H -1.259 0.990 1.292
```

Population analysis type natural (NBO), resulting atomic charges in e: number 1, I, carries 0.129; number 2, Cl, carries -0.032; number 3, N, carries -0.492; number 4, N, carries -0.472; number 5, C, carries -0.088; number 6, C, carries -0.208; number 7, H, carries 0.224; number 8, H, carries 0.374; number 9, H, carries 0.214; number 10, H, carries 0.351

Model b:
Computed, not measured: a cluster of 2 separate species, C2H4ClIN2 in total, with wB97M-V/def2-TZVPD.

HOMO (alpha / beta)   -0.2984 / -0.2984 Eh

Geometry as XYZ:
```
10
C2H4ClIN2 wB97M-V/def2-TZVPD
I 1.756 2.662 -1.668
Cl -3.175 -0.192 0.109
N 0.233 -0.556 0.715
N -0.599 -1.449 1.067
C 0.599 0.269 -0.271
C 1.758 0.791 -0.870
H -2.126 -0.898 -0.006
H -0.753 -1.438 2.105
H 2.686 0.189 -0.609
H -0.379 0.622 -0.571
```

Population analysis type natural (NBO), resulting atomic charges in e: number 1, I, carries 0.218; number 2, Cl, carries -0.289; number 3, N, carries -0.103; number 4, N, carries -0.317; number 5, C, carries -0.077; number 6, C, carries -0.515; number 7, H, carries 0.265; number 8, H, carries 0.345; number 9, H, carries 0.235; number 10, H, carries 0.238

The structure with the greatest stability is model a.

Model a:
Computed, not measured: an isolated molecule of C3H3FOS, with wB97M-V/def2-TZVPD.

HOMO   -0.3493 Eh

Geometry as XYZ:
```
9
C3H3FOS wB97M-V/def2-TZVPD
S -2.329 -0.543 -0.454
F -0.120 1.739 -0.440
O 1.731 -1.268 -0.199
C -1.098 -0.186 0.531
C 1.047 -0.340 -0.597
C 0.122 0.514 0.197
H 0.756 0.877 1.058
H -1.131 -0.589 1.587
H 1.023 -0.206 -1.683
```

Population analysis type natural (NBO), resulting atomic charges in e: number 1, S, carries 0.151; number 2, F, carries -0.342; number 3, O, carries -0.486; number 4, C, carries -0.315; number 5, C, carries 0.409; number 6, C, carries 0.009; number 7, H, carries 0.214; number 8, H, carries 0.221; number 9, H, carries 0.140

Model b:
Computed, not measured: an isolated molecule of C3H3FOS, with wB97M-V/def2-TZVPD.

HOMO   -0.3330 Eh

Geometry as XYZ:
```
9
C3H3FOS wB97M-V/def2-TZVPD
S -2.025 0.583 -1.232
F 1.675 0.251 0.459
O 0.158 1.988 -0.672
C 0.396 -0.292 0.107
C -0.154 -1.406 0.576
C -0.451 0.787 -0.608
H 1.142 1.763 -0.402
H 0.414 -1.899 1.529
H -1.155 -1.775 0.244
```

Population analysis type natural (NBO), resulting atomic charges in e: number 1, S, carries -0.101; number 2, F, carries -0.357; number 3, O, carries -0.627; number 4, C, carries 0.261; number 5, C, carries -0.387; number 6, C, carries 0.197; number 7, H, carries 0.502; number 8, H, carries 0.239; number 9, H, carries 0.272

Model c:
Computed, not measured: an isolated molecule of C3H3FOS, with wB97M-V/def2-TZVPD.

HOMO   -0.3329 Eh

Geometry as XYZ:
```
9
C3H3FOS wB97M-V/def2-TZVPD
S -0.666 0.363 2.978
F 1.332 0.535 -2.423
O -0.956 0.088 0.437
C -0.356 -0.589 1.480
C -0.499 0.191 -0.945
C 0.802 0.276 -1.028
H -1.383 0.321 -1.927
H 0.247 -1.506 1.399
H 1.480 0.321 0.029
```

Population analysis type natural (NBO), resulting atomic charges in e: number 1, S, carries -0.092; number 2, F, carries -0.366; number 3, O, carries -0.513; number 4, C, carries 0.087; number 5, C, carries 0.034; number 6, C, carries 0.129; number 7, H, carries 0.272; number 8, H, carries 0.212; number 9, H, carries 0.237

The structure with the greatest stability is model a.